Record 1
{"formula": "C32H64O16S8", "method": "ωB97M-V/def2-TZVPD", "e_above_lowest_kj_mol": 407.20, "smiles": "O=S1(=O)CCCC1.O=S1(=O)CCCC1.O=S1(=O)CCCC1.O=S1(=O)CCCC1.O=S1(=O)CCCC1.O=S1(=O)CCCC1.O=S1(=O)CCCC1.O=S1(=O)CCCC1", "total_energy_ev": -153657.1350, "homo_energy_ev": -9.44, "molar_mass_g_mol": 961.38, "total_charge": 0, "species": ["S", "S", "S", "S", "S", "S", "S", "S", "O", "O", "O", "O", "O", "O", "O", "O", "O", "O", "O", "O", "O", "O", "O", "O", "C", "C", "C", "C", "C", "C", "C", "C", "C", "C", "C", "C", "C", "C", "C", "C", "C", "C", "C", "C", "C", "C", "C", "C", "C", "C", "C", "C", "C", "C", "C", "C", "H", "H", "H", "H", "H", "H", "H", "H", "H", "H", "H", "H", "H", "H", "H", "H", "H", "H", "H", "H", "H", "H", "H", "H", "H", "H", "H", "H", "H", "H", "H", "H", "H", "H", "H", "H", "H", "H", "H", "H", "H", "H", "H", "H", "H", "H", "H", "H", "H", "H", "H", "H", "H", "H", "H", "H", "H", "H", "H", "H", "H", "H", "H", "H"], "xyz": [[4.714, -2.399, -0.268], [-4.531, -1.059, -4.674], [0.513, 4.220, 4.258], [3.078, 2.115, -2.968], [-5.904, 0.956, -0.469], [5.033, 0.795, 3.489], [-0.639, -1.315, 4.268], [-1.272, 0.760, -0.405], [-7.172, 1.653, -0.424], [-1.137, 1.764, -1.488], [1.769, 3.929, 3.612], [5.355, -0.624, 3.351], [4.614, -0.983, 0.244], [0.254, -0.301, 3.683], [0.357, 4.080, 5.724], [5.304, 1.499, 4.747], [-3.952, -2.313, -4.125], [-2.152, 1.048, 0.688], [4.220, 2.848, -3.390], [4.187, -2.796, -1.588], [-4.828, 1.436, -1.297], [2.456, 2.307, -1.652], [-5.847, -0.647, -4.210], [-0.788, -1.434, 5.711], [1.107, 0.992, -4.303], [5.310, -4.263, 1.797], [3.282, 1.056, 2.890], [-0.269, 5.750, 3.562], [5.802, 1.729, 2.116], [6.422, -4.303, 0.768], [-1.647, -0.881, -1.167], [-0.200, -2.880, 3.478], [-1.343, 3.871, 2.212], [6.484, -2.978, -0.015], [0.555, -1.313, -0.256], [3.376, 0.386, -3.318], [-2.284, -1.182, 3.445], [-2.416, 0.104, -5.845], [-4.478, -1.103, -6.569], [-6.290, -0.804, -0.860], [-1.487, -3.718, 3.366], [3.419, 1.861, 1.565], [-3.451, -0.062, -6.952], [4.110, -3.637, 1.043], [0.353, 0.104, 0.310], [-0.823, -1.958, -0.451], [-6.283, -0.782, 1.533], [-0.769, 3.139, 3.427], [1.898, 2.235, -4.349], [4.724, 2.726, 1.534], [-5.425, 0.542, 1.292], [2.106, -0.163, -3.901], [-3.219, 0.260, -4.524], [-0.632, 5.221, 2.095], [-2.621, -2.635, 3.064], [-6.153, -1.700, 0.313], [-1.282, -4.415, 2.554], [3.205, -3.245, 1.506], [6.800, 2.062, 2.399], [4.542, 3.527, 2.250], [-5.727, 1.438, 1.833], [-5.475, -0.792, -6.882], [4.826, -5.141, 2.225], [0.330, 1.191, -3.566], [1.245, -1.944, 0.305], [0.280, 5.135, 1.505], [-5.878, -1.286, 2.410], [3.879, 0.060, -2.407], [4.944, 2.994, 0.500], [2.484, -0.632, -4.809], [-7.332, -0.751, -1.176], [-1.199, 5.895, 4.112], [0.425, 6.579, 3.703], [6.204, -5.062, 0.017], [5.809, 0.914, 1.392], [-2.070, -0.649, 2.518], [-1.806, 0.990, -6.020], [6.951, -2.253, 0.653], [0.669, 0.854, -5.292], [2.741, 0.119, 2.764], [-0.729, -2.999, -0.758], [-7.336, -0.556, 1.703], [-5.158, -2.144, 0.353], [7.036, -2.763, -0.930], [-6.852, -2.535, 0.265], [-5.894, -1.213, -1.790], [-1.781, -0.782, -5.831], [-2.964, -0.151, -7.923], [-2.735, -0.897, -1.232], [0.460, 0.395, 1.355], [7.422, -4.415, 1.187], [3.497, 1.316, 0.624], [-1.556, 3.051, 4.176], [-4.234, -2.103, -6.926], [2.770, 1.471, 3.759], [-3.525, -2.887, 3.617], [3.747, -4.444, 0.405], [5.653, -3.639, 2.622], [0.940, -1.157, -1.264], [1.549, -0.860, -3.274], [-3.010, -2.627, 2.046], [-3.890, 0.924, -7.104], [-4.346, 0.388, 1.254], [-2.960, -0.595, 4.066], [-3.614, 1.274, -4.586], [0.153, -2.524, 2.510], [-2.554, 0.015, -3.696], [1.150, 0.647, -0.198], [-1.382, -2.093, 0.475], [-1.672, -4.221, 4.315], [-1.353, 5.853, 1.576], [-2.421, 3.939, 2.356], [2.427, 2.080, -5.289], [2.586, 2.536, 1.368], [1.437, 3.213, -4.206], [-1.463, 3.275, 1.307], [-1.241, -0.780, -2.173], [4.099, 0.340, -4.132], [0.644, -3.260, 4.053], [-0.252, 2.187, 3.307]]}

=====

Record 2
{"formula": "C48H46BCoGeN6SSb", "method": "ωB97M-V/def2-TZVPD", "spin_multiplicity": 3, "e_above_lowest_kj_mol": 126.13, "total_energy_ev": -171659.2767, "homo_energy_ev": [-4.42, -3.46], "molar_mass_g_mol": 1003.12, "total_charge": -1, "species": ["Sb", "Ge", "Co", "S", "N", "N", "N", "N", "N", "N", "C", "C", "C", "C", "C", "C", "C", "C", "C", "C", "C", "C", "C", "C", "C", "C", "C", "C", "C", "C", "C", "C", "C", "C", "C", "C", "C", "C", "C", "C", "C", "C", "C", "C", "C", "C", "C", "C", "C", "C", "C", "C", "C", "C", "C", "C", "C", "C", "B", "H", "H", "H", "H", "H", "H", "H", "H", "H", "H", "H", "H", "H", "H", "H", "H", "H", "H", "H", "H", "H", "H", "H", "H", "H", "H", "H", "H", "H", "H", "H", "H", "H", "H", "H", "H", "H", "H", "H", "H", "H", "H", "H", "H", "H", "H"], "xyz": [[1.553, 0.000, -1.593], [-2.707, 1.169, 1.178], [-0.613, -1.579, 1.003], [-1.759, -0.055, -0.350], [-1.312, -3.115, 2.392], [0.354, -3.084, -0.112], [1.060, -1.378, 2.162], [-0.434, -4.042, 2.790], [1.630, -2.574, 2.588], [0.939, -4.035, 0.650], [4.065, 0.465, -3.334], [1.071, 4.358, -1.143], [-7.016, -0.592, 2.274], [0.902, -0.647, -3.601], [1.030, -4.747, -1.440], [-2.974, 2.988, 0.531], [3.676, -0.050, -2.124], [1.283, 3.005, -0.931], [4.614, -0.748, -1.329], [-0.241, -1.601, -5.994], [-5.422, 0.246, 0.664], [-4.494, 0.490, 1.676], [1.585, -1.656, -4.311], [2.788, -2.413, -3.891], [1.762, -0.419, 2.771], [5.933, -0.838, -1.788], [-1.243, 0.502, 3.597], [-1.122, 2.788, 2.964], [-3.902, 3.842, 1.083], [1.292, 2.485, 0.495], [-0.834, -0.528, -5.307], [0.996, 4.903, -2.443], [-2.479, 4.708, -1.121], [0.130, 1.985, 4.908], [-2.271, 3.423, -0.621], [1.348, -5.052, -0.137], [1.409, 2.698, -3.319], [-6.711, -0.226, 0.965], [-1.621, 1.537, 2.747], [5.368, 0.379, -3.776], [-6.087, -0.344, 3.242], [4.198, -1.262, 0.063], [-4.153, 5.106, 0.572], [-2.331, -4.653, 3.679], [-0.291, -0.123, -4.139], [-3.461, 5.501, -0.556], [-0.438, 0.749, 4.709], [2.638, -2.316, 3.431], [2.824, -0.965, 3.535], [-4.817, 0.159, 2.972], [0.940, -2.104, -5.502], [0.367, -3.505, -1.358], [-0.275, 3.050, 4.075], [-2.485, -3.448, 2.888], [6.323, -0.263, -3.007], [1.215, 4.073, -3.483], [-0.995, -4.966, 3.624], [1.411, 2.144, -2.037], [1.008, -3.918, 2.176], [0.087, 4.082, 4.328], [2.206, 2.006, 0.873], [3.348, 1.043, -3.920], [-4.908, 5.744, 1.042], [0.821, 5.062, -0.293], [3.804, -0.465, 0.648], [3.180, -3.145, 3.891], [-3.117, -5.195, 4.184], [-1.692, 0.017, -5.680], [1.812, -5.926, 0.306], [0.516, 1.654, 0.522], [0.724, 5.976, -2.561], [7.331, -0.339, -3.319], [-7.494, -0.418, 0.224], [-3.702, 6.428, -1.078], [-5.008, 0.396, -0.356], [-4.161, 0.360, 3.818], [6.662, -1.281, -1.140], [5.036, -1.689, 0.666], [-6.319, -0.612, 4.266], [1.266, 4.453, -4.486], [-0.170, -0.034, 5.427], [-3.396, -2.928, 2.541], [-8.051, -0.963, 2.537], [0.800, 2.170, 5.708], [3.648, -1.748, -3.911], [1.698, -4.785, 2.662], [-1.569, -0.550, 3.372], [-1.937, 5.101, -1.989], [-0.831, 0.712, -3.674], [1.548, 2.031, -4.185], [1.114, -5.356, -2.321], [3.520, -0.434, 4.220], [3.413, -2.034, 0.023], [-1.513, 3.664, 2.404], [1.001, 3.342, 1.138], [-0.434, -5.781, 4.111], [5.581, 0.837, -4.700], [-0.071, -2.896, -2.063], [-4.424, 3.500, 1.948], [-0.733, -2.039, -6.879], [1.488, -2.894, -6.021], [1.436, 0.625, 2.719], [2.975, -3.152, -4.653], [-1.491, 2.825, -1.105], [2.784, -2.871, -2.901]]}

=====

Record 3
{"formula": "C33H33NO7TeTi", "method": "ωB97M-V/def2-TZVPD", "e_above_lowest_kj_mol": 9.00, "total_energy_ev": -80989.0254, "homo_energy_ev": -1.15, "molar_mass_g_mol": 731.09, "total_charge": -2, "species": ["Te", "Ti", "O", "O", "O", "O", "O", "O", "O", "N", "C", "C", "C", "C", "C", "C", "C", "C", "C", "C", "C", "C", "C", "C", "C", "C", "C", "C", "C", "C", "C", "C", "C", "C", "C", "C", "C", "C", "C", "C", "C", "C", "C", "H", "H", "H", "H", "H", "H", "H", "H", "H", "H", "H", "H", "H", "H", "H", "H", "H", "H", "H", "H", "H", "H", "H", "H", "H", "H", "H", "H", "H", "H", "H", "H", "H"], "xyz": [[1.799, 2.568, 3.247], [-0.729, 0.399, -0.029], [0.940, -0.220, -1.009], [-1.569, 0.130, -1.954], [-1.451, 1.118, -4.824], [2.950, 0.560, -3.143], [-1.725, 2.191, 0.096], [-1.747, -2.205, 0.682], [1.374, 1.587, -5.400], [0.216, 1.846, 1.228], [0.932, 1.123, -4.381], [0.752, 0.245, -2.203], [-0.343, 1.925, 5.697], [-0.025, -3.074, 5.721], [-1.109, -3.137, 1.510], [-0.685, 6.893, 1.473], [-1.588, -0.855, 1.077], [1.515, -0.492, 3.380], [0.233, 0.677, 5.080], [-0.114, -0.554, 5.636], [2.847, 2.941, 5.141], [-0.566, 0.416, -2.687], [1.663, 5.200, 5.249], [1.738, 0.628, -3.198], [-0.685, 4.138, 1.014], [1.158, -1.695, 3.984], [-1.882, 6.188, 1.450], [4.841, 3.886, 8.883], [4.164, 3.561, 7.576], [0.510, 4.852, 1.026], [4.126, 0.734, 5.062], [-2.312, -0.491, 2.346], [3.773, 2.049, 5.711], [-0.533, 0.920, -4.064], [1.080, 0.708, 3.963], [2.375, -0.564, 2.145], [3.270, 4.452, 6.995], [2.613, 4.163, 5.800], [4.405, 2.368, 6.915], [0.354, -1.749, 5.112], [0.511, 6.223, 1.249], [-0.686, 2.648, 0.800], [-1.882, 4.821, 1.209], [-3.365, -0.806, 2.305], [1.434, 4.314, 0.846], [0.399, 2.457, 6.300], [-1.236, -4.122, 1.056], [3.066, 5.401, 7.488], [-2.820, 6.709, 1.613], [-2.288, 0.592, 2.481], [-0.400, -3.761, 4.957], [2.104, 5.736, 4.402], [5.608, 3.146, 9.121], [5.115, 1.660, 7.337], [5.110, 0.394, 5.394], [5.318, 4.869, 8.853], [-1.190, 1.674, 6.338], [-0.039, -2.916, 1.597], [-0.782, -0.572, 6.493], [0.744, 4.748, 4.871], [1.513, -2.620, 3.539], [-1.534, -3.162, 2.523], [0.834, -3.554, 6.199], [-0.804, -2.952, 6.476], [3.396, -0.041, 5.310], [4.124, 3.899, 9.709], [-0.684, 7.963, 1.653], [4.131, 0.823, 3.975], [-2.806, 4.258, 1.158], [1.412, 5.936, 6.016], [3.414, -0.785, 2.413], [2.018, -1.359, 1.491], [-1.861, -0.929, 3.248], [-0.681, 2.615, 4.922], [1.448, 6.769, 1.246], [2.352, 0.354, 1.566]]}

=====

Record 4
{"formula": "C31H57ClOsP2Si2", "method": "ωB97M-V/def2-TZVPD", "spin_multiplicity": 5, "total_energy_ev": -82391.0962, "homo_energy_ev": [-5.81, -6.55], "molar_mass_g_mol": 773.60, "total_charge": 0, "species": ["Os", "Cl", "P", "P", "Si", "Si", "C", "C", "C", "C", "C", "C", "C", "C", "C", "C", "C", "C", "C", "C", "C", "C", "C", "C", "C", "C", "C", "C", "C", "C", "C", "C", "C", "C", "C", "C", "C", "H", "H", "H", "H", "H", "H", "H", "H", "H", "H", "H", "H", "H", "H", "H", "H", "H", "H", "H", "H", "H", "H", "H", "H", "H", "H", "H", "H", "H", "H", "H", "H", "H", "H", "H", "H", "H", "H", "H", "H", "H", "H", "H", "H", "H", "H", "H", "H", "H", "H", "H", "H", "H", "H", "H", "H", "H"], "xyz": [[-0.338, -0.313, -0.294], [1.664, 0.680, -4.067], [1.771, -2.038, -0.372], [-1.466, 2.064, -1.009], [-3.559, 1.027, 0.959], [-0.027, -3.455, 1.649], [-0.304, -3.297, 3.491], [0.963, 3.453, -1.085], [0.227, 0.433, 1.635], [1.725, -2.806, 1.274], [-0.251, -5.231, 1.112], [1.602, -3.537, -1.514], [-0.507, 3.588, -1.468], [3.052, 2.990, 3.708], [2.688, -4.595, -1.299], [-2.457, 2.496, 0.451], [1.260, 1.349, 2.265], [1.158, 1.489, 3.662], [0.389, -0.031, -2.172], [-2.774, 2.009, -2.376], [4.546, -2.237, 0.231], [-3.556, 3.317, -2.526], [2.278, 2.047, 1.602], [-2.030, -1.395, 1.344], [-2.182, 1.593, -3.728], [-1.372, -2.118, -0.744], [-1.183, -2.325, 0.691], [1.546, -3.136, -2.993], [-3.737, 1.075, 2.820], [-2.618, -0.504, 0.411], [-2.254, -0.999, -0.916], [-1.068, 4.880, -0.873], [2.034, 2.293, 4.377], [3.166, 2.861, 2.319], [-5.241, 1.092, 0.148], [3.534, -1.532, -0.672], [3.707, -0.023, -0.542], [1.073, 3.444, 0.006], [-2.147, -1.320, 2.424], [1.420, -0.378, -2.033], [0.618, -5.838, 1.415], [-2.698, -0.684, -1.850], [-0.572, 3.631, -2.568], [-4.344, 1.947, 3.104], [3.564, 0.289, 0.500], [0.633, -2.585, -3.241], [1.566, -4.045, -3.610], [0.279, 1.057, -2.262], [3.019, 0.531, -1.189], [-0.132, -0.571, -2.969], [-5.894, 0.391, 0.694], [4.539, -3.325, 0.122], [1.987, -2.040, 2.017], [4.726, 0.256, -0.837], [2.373, 1.951, 0.521], [-0.405, -5.336, 0.029], [-4.248, 0.166, 3.168], [-2.961, 1.680, -4.499], [-3.467, 1.224, -2.039], [2.768, -4.944, -0.263], [5.548, -1.884, -0.039], [-1.826, 0.559, -3.727], [-2.763, 1.146, 3.324], [-1.027, 4.860, 0.222], [0.322, -0.532, 2.163], [0.632, -3.971, -1.230], [-1.144, -5.617, 1.631], [3.954, 3.397, 1.780], [3.722, -1.810, -1.722], [1.421, 2.553, -1.509], [-1.353, -3.526, 3.731], [2.440, -5.471, -1.914], [-0.073, -2.286, 3.855], [2.446, -3.628, 1.369], [3.745, 3.625, 4.263], [-1.041, -2.785, -1.527], [-4.028, 3.661, -1.598], [0.365, 0.945, 4.181], [1.932, 2.383, 5.457], [-1.769, 2.727, 1.277], [-5.220, 0.797, -0.911], [-0.755, 0.829, 1.952], [-5.669, 2.104, 0.232], [-0.446, 5.713, -1.218], [-3.085, 3.381, 0.279], [2.401, -2.509, -3.282], [0.339, -4.016, 4.018], [4.374, -1.989, 1.285], [-2.097, 5.087, -1.181], [-4.363, 3.152, -3.254], [-1.339, 2.234, -4.022], [-2.918, 4.119, -2.922], [1.523, 4.314, -1.471], [3.670, -4.230, -1.631]]}